{
  "formula": "C42H63BiGeN6OP3S2",
  "method": "ωB97M-V/def2-TZVPD",
  "elements": ["Bi", "C", "C", "C", "P", "C", "N", "Ge", "N", "C", "P", "C", "C", "C", "C", "C", "C", "C", "C", "C", "C", "C", "C", "N", "C", "C", "C", "C", "C", "C", "C", "C", "C", "C", "C", "C", "N", "C", "P", "C", "C", "C", "C", "C", "C", "C", "C", "C", "H", "H", "H", "H", "H", "H", "H", "H", "H", "H", "H", "H", "H", "H", "H", "H", "H", "H", "H", "H", "H", "H", "H", "H", "H", "H", "H", "H", "H", "H", "H", "H", "H", "H", "H", "H", "H", "H", "H", "H", "H", "H", "H", "H", "H", "H", "H", "H", "H", "H", "H", "H", "H", "H", "H", "H", "H", "H", "H", "H", "O", "S", "N", "S", "C", "C", "N", "C", "H", "H", "H"],
  "coordinates": [[-0.378, -1.938, -0.112], [3.985, -3.040, -0.029], [3.789, -1.697, -0.733], [4.150, -0.534, 0.186], [2.115, -1.561, -1.432], [1.980, 0.068, -2.252], [1.669, 1.168, -1.361], [0.467, 1.053, 0.062], [-1.118, 2.195, -0.182], [-2.430, 1.686, -0.542], [-2.498, 0.092, -1.473], [-4.239, -0.374, -1.088], [-4.650, -1.656, -1.817], [-5.281, 0.723, -1.302], [-2.466, 0.623, -3.236], [-1.339, 1.626, -3.463], [-2.273, -0.593, -4.142], [-1.097, 3.280, 0.662], [-2.218, 3.903, 1.244], [-2.043, 4.980, 2.094], [-0.768, 5.441, 2.407], [0.350, 4.849, 1.832], [0.174, 3.805, 0.952], [1.235, 3.121, 0.265], [1.438, 3.522, -1.113], [1.360, 4.819, -1.558], [1.591, 5.079, -2.906], [1.886, 4.027, -3.759], [1.932, 2.713, -3.302], [1.703, 2.445, -1.957], [2.446, 2.984, 1.040], [3.502, 3.863, 0.987], [4.581, 3.670, 1.843], [4.552, 2.611, 2.737], [3.489, 1.713, 2.764], [2.423, 1.878, 1.881], [1.327, 1.012, 1.741], [1.342, -0.097, 2.664], [0.046, -1.369, 2.528], [0.695, -2.828, 3.405], [1.487, -2.532, 4.682], [-0.444, -3.827, 3.621], [-1.497, -0.793, 3.317], [-1.344, -0.434, 4.798], [-2.124, 0.359, 2.539], [2.017, -2.772, -2.810], [3.099, -2.549, -3.870], [0.629, -2.797, -3.450], [5.002, -3.091, 0.362], [3.848, -3.898, -0.687], [3.295, -3.147, 0.812], [4.432, -1.661, -1.620], [3.625, -0.625, 1.137], [3.918, 0.448, -0.227], [5.218, -0.574, 0.401], [1.253, -0.061, -3.066], [2.943, 0.261, -2.740], [-2.934, 2.454, -1.138], [-3.045, 1.547, 0.355], [-4.193, -0.601, -0.014], [-4.916, -1.449, -2.854], [-5.534, -2.083, -1.341], [-3.866, -2.415, -1.815], [-5.298, 1.071, -2.335], [-5.131, 1.588, -0.656], [-6.277, 0.331, -1.085], [-3.421, 1.102, -3.469], [-0.377, 1.200, -3.167], [-1.461, 2.558, -2.911], [-1.271, 1.879, -4.523], [-1.321, -1.080, -3.919], [-2.247, -0.286, -5.189], [-3.054, -1.343, -4.036], [-3.214, 3.556, 1.014], [-2.906, 5.467, 2.525], [-0.646, 6.270, 3.090], [1.346, 5.201, 2.069], [1.121, 5.622, -0.870], [1.542, 6.091, -3.279], [2.072, 4.222, -4.807], [2.131, 1.916, -4.005], [3.485, 4.690, 0.287], [5.422, 4.347, 1.820], [5.374, 2.467, 3.426], [3.510, 0.893, 3.467], [1.279, 0.249, 3.706], [2.277, -0.673, 2.612], [1.380, -3.261, 2.664], [0.893, -2.049, 5.454], [2.369, -1.920, 4.494], [1.839, -3.482, 5.088], [-1.158, -3.473, 4.366], [-0.032, -4.768, 3.986], [-0.988, -4.047, 2.699], [-2.159, -1.662, 3.238], [-0.616, 0.363, 4.957], [-1.068, -1.285, 5.415], [-2.306, -0.066, 5.157], [-1.482, 1.243, 2.540], [-3.071, 0.632, 3.007], [-2.326, 0.077, 1.504], [2.182, -3.743, -2.331], [2.957, -1.603, -4.396], [3.029, -3.342, -4.615], [4.111, -2.572, -3.469], [0.392, -1.854, -3.944], [-0.166, -3.043, -2.742], [0.597, -3.575, -4.214], [-0.150, -5.318, -1.541], [0.536, -5.219, -0.259], [0.614, -3.924, 0.442], [-4.583, -5.187, -0.434], [-4.777, -4.214, 0.947], [-3.705, -3.396, 1.082], [-2.739, -3.524, 0.108], [-3.096, -4.444, -0.753], [-5.643, -4.294, 1.582], [-3.585, -2.669, 1.871], [-2.484, -4.741, -1.594]],
  "lowdin_spin": [0.119, 0.000, 0.007, 0.000, 0.056, 0.003, 0.070, 0.232, 0.096, 0.002, 0.037, 0.007, 0.001, 0.002, 0.004, 0.000, 0.001, 0.002, 0.018, -0.001, 0.022, -0.002, 0.017, 0.007, 0.009, -0.001, 0.010, -0.001, 0.009, 0.003, 0.006, -0.001, 0.007, 0.000, 0.007, 0.005, 0.067, 0.003, 0.053, 0.009, 0.003, 0.001, 0.005, 0.002, 0.001, 0.010, 0.004, 0.001, 0.000, 0.000, 0.000, 0.002, 0.000, 0.000, 0.000, 0.000, 0.003, 0.004, 0.001, 0.000, 0.000, 0.000, 0.000, 0.000, 0.000, 0.000, 0.001, 0.000, 0.000, 0.000, 0.000, 0.000, 0.000, 0.001, 0.000, 0.001, -0.001, 0.000, 0.001, 0.000, 0.001, 0.000, 0.000, 0.000, 0.000, 0.002, 0.000, 0.000, 0.000, 0.000, 0.001, 0.000, 0.000, 0.000, 0.001, 0.000, 0.000, 0.000, 0.000, 0.000, 0.000, 0.000, 0.000, 0.001, 0.000, 0.000, 0.001, 0.000, 0.001, 0.007, 0.044, 0.001, 0.000, 0.000, 0.011, 0.000, 0.000, 0.000, 0.000],
  "s2": 0.76,
  "max_force_ev_per_a": 1.6,
  "e_above_lowest_kcal_mol": 0.00,
  "e_tot_ha": -6153.4944,
  "spin_multiplicity": 2,
  "total_charge": 2,
  "homo_lumo_gap_ev": [6.54, 5.14]
}